Formula: C4H14N2Si
Source: the OMol25 dataset
Level of theory: ωB97M-V/def2-TZVPD

- Gap between HOMO and LUMO (alpha / beta): 6.4 / 7.3 eV
- HOMO energy (alpha / beta): -5.90 / -10.14 eV
- Energy above the lowest of the compared OMol25 structures with the same formula, charge and spin: 1.8851 eV
- Expectation value of S²: 2.006
- Spin multiplicity: 3
- Charge: 0

Each line ends with the Mulliken charge.
Positions of all 21 atoms, in Å:
H -2.140105 -2.775453 -1.013683  0.295
H 0.143880 1.826989 2.302155  0.407
H -1.947449 2.282097 0.027699  -0.026
H 0.961605 2.760244 0.978880  0.471
N -2.432359 -3.103071 0.033248  -0.758
H 0.172281 -1.622547 0.797180  0.334
H -3.202951 -2.442544 0.237535  0.243
H 1.552317 1.492218 -1.164457  0.414
H 0.017556 -0.486827 2.192310  0.401
C 0.456384 -0.645279 1.204045  -1.480
H 1.100623 -0.332726 -1.316271  0.393
H 1.896549 1.539725 1.827886  0.346
C 1.501702 0.505986 -0.639814  -1.563
H 1.513854 -0.835883 1.422706  0.369
H -1.700402 -2.723210 0.629136  0.273
C 0.923446 1.827973 1.472623  -1.741
H -2.378094 -0.124984 -1.984418  0.257
N -1.580874 -0.169238 -1.349638  -0.295
C 0.452361 0.709638 0.471257  1.403
Si -1.192419 1.086843 -0.374745  -0.126
H 2.455524 0.138740 -0.248035  0.382

Atoms 1-2, force components in eV/Å:
-0.6867 -1.0295 3.3063
1.2377 0.3659 -0.7447


Formula: C2H9N2O
Source: the OMol25 dataset
Level of theory: ωB97M-V/def2-TZVPD

- Gap between HOMO and LUMO: 10.7 eV
- HOMO energy: -14.42 eV
- Energy above the lowest of the compared OMol25 structures with the same formula, charge and spin: 1.6234 eV
- Structure (SMILES): [NH3+]CNCO
- Spin multiplicity: 1
- Charge: +1

Each line ends with the Mulliken charge.
Positions of all 14 atoms, in Å:
H -2.289277 1.634090 1.142919  0.329
H -1.036763 0.946756 -0.974314  0.217
N 1.612615 -0.191245 -0.779349  -0.329
N -0.549177 -0.743054 0.114254  -0.298
O -1.424719 1.236561 0.999766  -0.507
H 0.973384 0.372743 1.144144  0.367
C -1.423077 0.388982 -0.125249  -0.350
H 1.265240 -1.294270 0.967322  0.398
C 0.782162 -0.460528 0.457365  -0.544
H -2.404774 -0.020577 -0.382534  0.382
H 2.573546 -0.000356 -0.494617  0.366
H -0.955569 -1.479224 0.671476  0.284
H 1.596350 -0.994768 -1.409840  0.365
H 1.280057 0.604889 -1.331346  0.321

Atoms 1-2, force components in eV/Å:
-0.0133 -0.0145 -0.0367
-0.0054 0.0920 -0.3481


Formula: C21H39Cl9N2O2
Source: the OMol25 dataset
Level of theory: ωB97M-V/def2-TZVPD

- Gap between HOMO and LUMO (alpha / beta): 8.3 / 9.6 eV
- HOMO energy (alpha / beta): -7.96 / -9.29 eV
- Energy above the lowest of the compared OMol25 structures with the same formula, charge and spin: 0.0000 eV
- Expectation value of S²: 2.008
- Spin multiplicity: 3
- Charge: 0

Each line ends with the Mulliken charge.
Positions of all 73 atoms, in Å:
H -24.167905 -31.383615 -28.839777  0.306
H -21.842536 -33.055373 -31.468072  0.341
C -19.904696 -32.114870 -25.218673  -1.737
C -19.129382 -32.617083 -26.453146  1.517
C -28.163598 -29.775652 -28.661536  -0.082
H -20.844896 -32.725185 -27.690437  -0.519
H -22.942218 -32.707083 -29.045856  0.096
C -24.274305 -30.511528 -31.338296  -0.758
C -25.425430 -32.947694 -32.551487  1.474
H -19.842795 -31.592227 -29.806733  -0.059
H -24.205319 -35.789041 -27.655453  0.036
Cl -27.824077 -30.967703 -27.404494  -0.100
H -23.526444 -29.713300 -31.342258  0.510
Cl -23.665041 -37.744203 -28.898390  -0.147
C -17.886519 -31.477666 -28.884908  -1.628
H -17.185148 -34.133302 -28.357574  0.302
Cl -23.560278 -33.165193 -26.150244  0.038
H -26.399918 -34.888353 -32.291385  0.376
N -24.648567 -32.920242 -31.284148  0.605
H -24.085688 -30.747321 -33.537066  0.358
H -15.786885 -33.293338 -28.931881  0.451
H -25.927032 -32.874480 -26.271908  -0.054
H -23.771891 -32.823371 -33.983407  0.339
H -19.150285 -34.494312 -27.490524  0.228
C -15.873303 -30.994533 -27.626730  -1.804
H -24.320328 -34.466816 -33.632437  0.372
H -18.329642 -34.603244 -25.935642  0.297
Cl -25.373067 -32.309492 -24.098659  -0.143
H -20.104765 -34.526154 -26.040167  0.441
N -17.797727 -31.990650 -26.469739  0.700
H -21.588548 -31.400400 -31.293175  0.360
H -25.186654 -29.498281 -32.961071  0.392
H -20.903498 -32.522586 -25.092770  0.252
H -14.991787 -31.412545 -27.146594  0.334
H -26.361922 -31.549962 -33.837976  0.441
H -17.366022 -31.706986 -29.820985  0.520
C -17.028926 -32.000279 -27.728852  1.765
H -17.991109 -30.390358 -28.973920  0.390
H -22.331282 -31.753745 -32.744781  0.369
Cl -26.755009 -28.755769 -28.932541  -0.127
C -16.469444 -33.362378 -28.076991  -1.801
Cl -28.598110 -30.617942 -30.155069  -0.098
C -22.317656 -32.109450 -31.717506  -1.610
H -16.215618 -30.087743 -27.123224  0.451
H -19.231608 -33.089867 -29.365300  0.281
Cl -25.585661 -34.991601 -25.246222  -0.119
O -17.127761 -32.139637 -25.436088  -0.662
H -26.869157 -31.363194 -32.265146  0.100
H -15.601994 -30.603579 -28.609515  0.420
O -24.269879 -34.063720 -30.944186  -0.582
H -19.835594 -31.032971 -25.124049  0.448
H -28.977106 -29.120916 -28.379154  0.402
C -19.293639 -32.057174 -28.984778  -0.051
H -19.350932 -32.531306 -24.367060  0.475
H -15.787739 -33.763007 -27.321879  0.397
H -27.285519 -33.460968 -31.554698  0.414
C -23.334841 -36.423243 -27.758100  0.230
C -23.396140 -31.816379 -29.478360  -1.359
H -25.090790 -30.318818 -30.647333  -0.105
C -24.645651 -33.435388 -33.779891  -1.585
Cl -22.930639 -37.125370 -26.181838  -0.119
Cl -21.993388 -35.468483 -28.391563  -0.045
C -19.983132 -32.059312 -27.623029  -0.321
C -25.210385 -33.283639 -25.572669  0.260
C -23.617380 -31.862468 -30.978312  1.437
H -20.189722 -31.004458 -27.427572  0.534
H -25.335929 -33.441102 -34.621899  0.426
H -27.315277 -33.720051 -33.227315  0.412
H -22.623941 -31.048271 -29.311472  0.406
C -24.817152 -30.508969 -32.767607  -0.712
C -19.172061 -34.146412 -26.454028  -1.541
C -25.941556 -31.514488 -32.822320  -0.979
C -26.652225 -33.833942 -32.362155  -1.860

Atoms 1-2, force components in eV/Å:
-0.6873 -0.6785 -0.3750
-0.4558 -0.4179 -0.6785


Formula: C15H19N3O4S2
Source: the OMol25 dataset
Level of theory: ωB97M-V/def2-TZVPD

- Gap between HOMO and LUMO: 8.5 eV
- HOMO energy: -8.73 eV
- Energy above the lowest of the compared OMol25 structures with the same formula, charge and spin: 2.8652 eV
- Structure (SMILES): CCN(CC)S(=O)(=O)c1ccc(-c2nnc(SCC(C)=O)o2)cc1
- Spin multiplicity: 1
- Charge: 0

Each line ends with the Mulliken charge.
Positions of all 43 atoms, in Å:
C -2.350063 0.212235 -0.303055  0.409
H 5.905537 -2.125576 -0.842778  0.286
H 4.003756 -1.208739 -2.118905  0.399
H 6.260612 0.954059 0.935446  0.335
C 3.946016 -1.209719 -1.024995  -0.493
C -4.373368 -0.370058 -0.243854  0.508
C 0.963225 -0.543685 1.223221  -0.253
H -7.857709 -0.869308 -0.858167  0.442
H 5.004686 1.958394 -0.949770  0.294
H 4.928768 -2.150215 0.637336  0.312
N -4.277845 0.561429 -1.145255  -0.261
H 4.553140 -3.246599 -0.701094  0.421
N 4.142138 0.147772 -0.571701  0.192
H 1.862622 1.972101 -0.840826  0.444
C -0.389772 -0.608398 0.944065  -0.659
N -2.991390 0.928597 -1.175843  -0.531
O 3.822762 -0.509627 1.905976  -0.693
H -8.035884 -0.668482 1.893538  0.348
C -0.136326 1.200065 -0.650171  -0.906
H -1.022049 -1.324645 1.446306  0.465
H -9.393404 0.087697 1.062286  0.312
C 1.212882 1.256965 -0.363063  -0.388
O -7.125286 1.965209 0.417996  -0.517
C -0.940590 0.263061 0.004240  0.526
H -0.592542 1.863854 -1.366835  0.497
S 3.506432 0.494312 0.927119  1.366
H -6.582195 0.271597 -1.431352  0.335
C -7.499251 0.825977 0.458333  0.775
H -8.535029 0.989200 2.321319  0.329
O 3.824068 1.857388 1.229243  -0.703
C -7.047642 -0.202739 -0.568994  -0.739
H 1.426948 -1.197331 1.945348  0.536
C -8.419043 0.274796 1.511138  -1.174
C 5.305348 0.908022 -0.982778  -0.570
C 4.902432 -2.249362 -0.444216  -1.175
O -3.190859 -0.651850 0.334858  -0.305
H 5.529536 0.637351 -2.018171  0.409
C 1.750019 0.383526 0.566554  -0.324
H 7.315833 1.410347 -0.409028  0.397
S -5.774406 -1.258617 0.215626  -0.152
H 2.921234 -1.467591 -0.741114  0.261
C 6.531658 0.726749 -0.092113  -0.984
H 6.915021 -0.288177 -0.135869  0.229

Atoms 1-2, force components in eV/Å:
-0.6654 0.4675 -0.6695
0.1123 -0.0360 -0.0221


Formula: C28H55INO8
Source: the OMol25 dataset
Level of theory: ωB97M-V/def2-TZVPD

- Gap between HOMO and LUMO: 5.7 eV
- HOMO energy: -10.51 eV
- Spin multiplicity: 1
- Charge: +1

Each line ends with the Mulliken charge.
Positions of all 93 atoms, in Å:
H 1.182020 3.937445 7.572085  0.296
H 2.381496 -0.836500 6.569314  0.241
C 2.008736 4.635298 7.404036  -1.140
H -3.880172 -7.530941 0.508276  0.290
H 0.446208 -0.651501 1.032883  0.408
C 2.866866 1.732602 -2.634012  0.102
H 2.813361 -0.368959 -3.123049  0.226
H 3.518028 0.639975 -4.380123  0.447
H 0.747491 -0.835563 4.950028  0.228
C -0.411573 -3.125047 -4.188432  -0.435
O -0.392042 -5.608944 4.019491  -0.457
H -1.972087 3.468412 2.758991  0.258
O -1.469929 2.283196 -8.300442  -0.528
H 2.770790 5.904329 5.826206  0.250
H 2.953353 4.112856 7.579566  0.321
H -2.461152 -3.795185 -2.422888  0.285
H -0.773590 -5.615166 3.124843  0.271
H 0.877444 -1.659495 8.407109  0.345
H 2.563513 -4.392763 2.995860  0.373
H 2.791321 2.703553 -3.133032  0.248
C -0.787135 -0.407237 -0.956990  1.050
H -2.320110 1.202414 0.831739  0.372
H -0.714804 -2.853195 -5.309830  0.297
H 0.660619 6.582173 6.442461  0.287
C -0.516472 -1.801420 -1.835166  -0.995
H 1.764643 1.041965 0.588439  0.135
C -1.540950 2.202027 -4.357810  -0.230
C -0.659523 -0.463434 0.691276  -0.617
C 0.397633 3.490866 -9.213364  -1.143
H -3.585525 2.595784 -3.371444  0.303
H 0.086720 4.408821 -8.704060  0.291
C -0.263354 2.108044 1.634624  0.595
C -3.969877 -6.563512 0.003564  -1.002
H 0.752587 -3.376693 -4.243170  0.263
H -0.051225 -0.725540 7.210606  0.315
H 1.485626 3.499377 -9.324073  0.320
H 1.755635 0.644147 -4.134621  0.031
C -3.131211 2.590556 -4.451358  -0.948
C 1.475520 -4.401273 3.106569  -0.415
C -0.838547 3.464955 2.400772  -0.467
O 0.719478 5.864005 5.789175  -0.511
C 0.141456 4.755247 2.668934  -0.347
O 4.126537 1.651377 -1.983683  -0.521
O -2.427826 -3.939877 -3.414986  -0.317
H -1.036939 -0.658140 -5.296229  0.280
H -4.937897 -6.517835 -0.503297  0.355
H 1.164607 -3.483319 3.615874  0.073
H -1.878986 -5.449805 0.962836  0.152
H 2.084526 1.674647 -1.871532  -0.041
H -0.950594 3.149730 -3.943182  0.377
H 1.461575 -5.623009 4.883687  0.315
H -1.324206 -1.385469 1.053245  0.423
H -3.664307 1.825546 -5.158662  0.283
H -1.366151 2.004490 -1.193296  0.283
I 0.034586 -3.572952 -0.630443  0.357
H -1.851478 2.276973 -9.195090  0.302
O 1.246873 -1.661308 5.071582  -0.433
H -1.132017 2.040579 -5.466769  -0.222
N -0.631966 -1.882609 -3.353681  0.614
H -3.175504 -6.522008 -0.748799  0.287
H 2.413496 5.560881 2.368512  0.322
H -0.058318 3.508863 -10.208645  0.340
H 0.239153 1.349652 -8.947290  0.262
C 1.954821 5.195661 5.997838  -0.079
H -4.609006 -5.487335 1.759792  0.293
C -1.352564 0.867399 1.413521  -0.918
C -0.056660 2.271752 -8.437681  0.000
C -3.826666 -5.429380 0.997313  -0.245
H -3.272983 3.669864 -4.941279  0.322
H -3.902211 -4.458428 0.498292  0.185
H -0.250095 5.738216 3.192075  0.286
H -0.135849 -2.482638 7.197104  0.266
H 3.451378 3.152576 1.106280  0.327
C 1.326820 1.994087 1.134194  -0.240
O -1.236247 -4.284167 -3.813611  -0.105
H 1.019570 -4.383277 2.111287  -0.122
O -2.566995 -5.510605 1.647642  -0.409
H 2.282989 -2.608443 6.558972  0.287
C 2.323803 3.263154 1.433154  -0.521
C 1.721155 4.621182 2.168453  -0.390
H 2.036225 4.390681 5.261516  0.238
C -1.159059 0.985583 -1.761315  -0.331
C 1.711177 -1.687257 6.413239  -0.215
H 0.383687 2.269131 -7.436245  0.161
H 4.814547 1.712176 -2.668490  0.307
C -0.973248 -0.592859 -4.108732  -0.306
C 1.021228 -5.620387 3.882250  -0.305
H 1.905419 5.435489 8.144183  0.350
H -1.718843 0.483353 2.478899  0.431
C -1.226104 0.872132 -3.414883  0.169
C 2.723656 0.598469 -3.627761  -0.758
H 1.317040 -6.542489 3.372642  0.264
C 0.536582 -1.635728 7.368213  -1.043

Atoms 1-2, force components in eV/Å:
0.1336 0.0476 -0.0981
0.0919 -0.0805 0.1640


Formula: C11H15N
Source: the OMol25 dataset
Level of theory: ωB97M-V/def2-TZVPD

- Gap between HOMO and LUMO: 9.0 eV
- HOMO energy: -8.07 eV
- Energy above the lowest of the compared OMol25 structures with the same formula, charge and spin: 0.7073 eV
- Structure (SMILES): Cc1c[nH]c2ccccc12.CC
- Spin multiplicity: 1
- Charge: 0

Each line ends with the Mulliken charge.
Positions of all 27 atoms, in Å:
N -0.737463 -1.082453 -1.584792  -0.224
H 3.080146 -0.986804 1.932402  0.399
C 1.721498 1.667380 -1.401492  -0.540
H 0.319062 -1.887450 2.248736  0.242
H -3.149327 0.949147 1.478600  0.297
H 1.615934 -0.373127 -2.452055  0.391
H -2.565403 -1.834104 -0.843324  0.418
H 1.687038 -0.306011 1.230848  0.060
C -0.776626 0.892575 -0.503994  1.113
H -3.391597 1.881303 0.039862  0.345
H 2.585168 -1.510049 0.378280  0.230
C 1.275290 0.421996 -1.791066  -0.621
H 1.515350 3.355749 -0.114861  0.389
H 1.041867 -3.159185 1.278841  0.270
H -0.824682 -1.438816 -2.526802  0.261
H 1.703227 -2.750621 2.867791  0.314
C -2.045387 0.245088 -0.273984  0.348
H -4.111994 0.260647 0.180441  0.366
H -0.726258 2.766331 0.644812  0.398
C 1.031177 2.456341 -0.482767  -0.554
C -3.224924 0.862200 0.392830  -1.377
C -0.003027 0.070732 -1.330867  -0.335
H 2.707686 1.970543 -1.740617  0.351
C 1.276992 -2.336606 1.958870  -0.890
C -0.228983 2.081540 -0.040959  -0.374
C -1.966195 -0.942883 -0.914866  -0.658
C 2.191433 -1.273461 1.370133  -0.619

Atoms 1-2, force components in eV/Å:
-0.2214 -0.0484 0.2620
-0.0551 -0.4728 0.4773


Energy values, unit eV, following the record order: -15227.9384; -7240.7326; -142182.6501; -50192.8168; -55870.5076; -13140.0839.